No. 1
14
Properties=species:S:1:pos:R:3:forces:R:3:nbo_charge:R:1 method="wB97M-V/def2-TZVPD" homo_energy_ev="-8.2832 / -8.2839"
C 0.2366 0.5332 1.1397 -1.187 -0.279 -1.130 0.224
C -0.4821 -0.3731 -1.7709 0.399 -0.041 0.166 -0.433
C 0.3945 -0.8962 1.4935 0.028 -0.021 0.005 -0.669
N -0.8963 0.3257 -0.5679 -0.476 0.421 1.400 -0.523
N 0.8614 1.0675 0.0648 1.978 0.264 -0.972 0.008
O 0.9940 2.3046 -0.0156 -0.594 -0.474 0.410 -0.478
H -1.1176 1.2918 -0.8041 0.135 -0.060 0.172 0.357
H -0.0587 1.2379 1.9266 -0.379 0.000 -0.200 0.193
H -1.3848 -0.5134 -2.3815 0.031 0.042 0.165 0.215
H -0.1082 -1.3659 -1.5220 -0.005 0.016 -0.025 0.196
H 0.2668 0.1549 -2.3686 0.006 -0.018 0.088 0.195
H 0.7279 -1.4837 0.6418 0.029 0.046 -0.001 0.234
H 1.1239 -0.9963 2.3034 -0.013 0.050 -0.049 0.239
H -0.5574 -1.2869 1.8608 0.047 0.054 -0.029 0.242

=====

No. 2
14
Properties=species:S:1:pos:R:3:forces:R:3:nbo_charge:R:1 method="wB97M-V/def2-TZVPD" smiles=C[C@]1(O)CN1N homo_energy_ev=-8.9152
C 0.0013 0.0651 -1.4157 -0.349 -0.183 -0.129 -0.662
N 0.6507 0.1507 1.0746 -2.039 -0.522 0.259 -0.223
C 0.1566 -0.6150 -0.0599 -0.150 -0.669 -0.424 0.334
N 0.5792 1.5547 0.9695 0.673 0.961 0.129 -0.679
C -0.7922 -0.3606 1.0734 1.509 -0.504 -0.367 -0.310
O 0.7323 -1.9207 -0.1487 -0.248 0.716 0.081 -0.707
H 0.0750 -2.5957 0.0771 0.142 0.457 -0.038 0.476
H 1.4986 1.9383 0.7505 -0.375 -0.242 -0.050 0.361
H -0.1275 1.9073 0.3248 0.305 -0.202 -0.075 0.332
H 0.0161 -0.6715 -2.2253 -0.020 -0.029 0.334 0.240
H -0.9660 0.5738 -1.4728 0.176 0.056 -0.058 0.211
H 0.7871 0.7897 -1.6459 0.017 -0.079 0.269 0.221
H -1.5964 0.3530 0.9408 0.209 0.209 -0.017 0.198
H -1.0147 -1.1692 1.7576 0.151 0.031 0.088 0.208

=====

No. 3
14
Properties=species:S:1:pos:R:3:forces:R:3:nbo_charge:R:1 method="wB97M-V/def2-TZVPD" smiles="[H]/N=C/N.CC=O" homo_energy_ev=-8.9933
O -4.7428 0.1862 -1.6156 0.012 -0.007 0.205 -0.518
C -4.6227 -0.6363 -0.7407 -0.225 -0.626 -1.328 0.430
C -3.6423 -0.5288 0.3478 0.678 1.163 1.111 -0.748
H -5.2983 -1.5219 -0.7584 0.155 0.116 0.222 0.105
H -3.1579 0.4812 0.2460 -1.034 -0.535 0.838 0.245
H -2.7490 -1.1286 0.3974 0.062 -1.088 -0.825 0.251
H -4.1661 -0.8326 1.2819 0.354 0.977 -0.221 0.236
N 3.8448 1.5387 -0.2883 -1.713 -0.487 -3.658 -0.798
C 3.7669 0.2261 0.2013 1.936 0.301 3.226 0.282
N 4.7486 -0.1380 0.9022 1.085 0.821 -0.671 -0.763
H 3.3436 1.4929 -1.2176 0.127 0.678 1.285 0.348
H 4.7706 1.8481 -0.5833 0.160 -0.431 0.878 0.382
H 2.7730 -0.2108 0.2518 -0.283 -0.159 -0.650 0.147
H 5.1316 -0.7764 1.5756 -1.312 -0.724 -0.412 0.402

=====

No. 4
14
Properties=species:S:1:pos:R:3:forces:R:3:nbo_charge:R:1 method="wB97M-V/def2-TZVPD" smiles="C=CN.NC=O" homo_energy_ev=-8.7996
C -1.5118 -3.4934 2.2247 2.447 -2.121 -0.221 -0.493
C -1.2173 -3.0301 0.9825 0.373 -0.546 0.592 -0.016
N 0.0901 -3.1272 0.3196 -2.011 -1.916 0.715 -0.826
H -0.7277 -4.2758 2.7941 -1.980 2.589 -1.468 0.187
H -2.4951 -3.4428 2.6764 0.101 0.143 -0.248 0.213
H -1.9960 -2.6330 0.3184 0.247 0.387 0.659 0.187
H 0.3694 -4.1400 0.5721 0.026 2.221 -1.234 0.377
H -0.1227 -2.9776 -0.6944 0.797 -0.752 1.203 0.371
C 1.2050 4.8580 -2.2143 2.994 -0.675 2.205 0.556
N 1.1982 4.3544 -0.8626 -2.122 -1.451 -0.085 -0.898
O 0.6937 4.4135 -3.2164 0.044 1.219 1.671 -0.540
H 2.0160 5.6808 -1.9992 -1.311 -0.553 -2.016 0.099
H 2.0556 4.1076 -0.3452 -0.420 0.941 -0.925 0.403
H 0.4426 3.7057 -0.5556 0.814 0.514 -0.848 0.381

=====

No. 5
14
Properties=species:S:1:pos:R:3:forces:R:3:nbo_charge:R:1 method="wB97M-V/def2-TZVPD" smiles="[H]/N=C/N.C=CO" homo_energy_ev=-8.9885
C 1.8808 1.6100 -1.8583 0.334 -0.108 0.530 -0.479
C 0.9526 0.7556 -1.4455 -0.388 0.386 -0.789 0.149
O 0.3223 0.8328 -0.2471 0.123 0.299 1.189 -0.792
H 2.3404 1.5352 -2.8328 -0.288 -0.058 -0.134 0.202
H 2.2853 2.3637 -1.1922 -0.047 -0.074 0.072 0.198
H 0.4606 0.1078 -2.1683 0.308 -0.451 0.096 0.154
H 0.4715 0.0588 0.3748 0.200 -0.026 -1.176 0.517
N -1.8774 -0.2045 1.2878 0.452 0.414 -0.199 -0.804
C -1.1832 -1.3417 1.4433 0.416 -0.871 -0.289 0.304
N 0.0158 -1.5525 1.0047 -0.711 0.560 0.882 -0.781
H -1.4231 0.5668 0.8137 -0.187 -0.052 -0.136 0.425
H -2.8573 -0.1461 1.4612 -0.188 -0.144 0.149 0.398
H -1.7018 -2.1511 1.9531 -0.314 0.169 0.190 0.153
H 0.3137 -2.4344 1.4058 0.291 -0.044 -0.385 0.357

=====

No. 6
14
Properties=species:S:1:pos:R:3:forces:R:3:nbo_charge:R:1 method="wB97M-V/def2-TZVPD" homo_energy_ev="-7.2409 / -7.2474"
C 0.3326 -0.1415 0.1104 -1.384 -0.185 0.565 0.088
C -0.8757 -1.0094 -0.0885 -0.050 0.037 -0.020 -0.672
C 1.2512 -0.5420 1.2340 0.110 0.036 -0.274 -0.642
O -1.4631 1.3736 -1.4893 0.592 -0.140 0.297 -0.627
N -0.1747 1.9218 -1.1130 -0.563 0.658 -0.177 -0.090
N 0.4266 1.1645 -0.2799 1.769 -2.054 -1.121 -0.307
H -1.8198 2.0915 -2.0236 0.122 0.011 0.100 0.479
H 1.4385 0.8116 -0.5771 -0.662 1.621 0.397 0.438
H 0.7049 -0.5604 2.1831 0.000 0.005 0.000 0.212
H -1.5997 -0.8400 0.7153 -0.042 -0.069 0.066 0.220
H -0.5786 -2.0593 -0.0528 0.032 0.043 0.075 0.216
H -1.3795 -0.8200 -1.0286 0.055 -0.005 0.026 0.253
H 2.0838 0.1533 1.3405 0.037 0.020 0.048 0.217
H 1.6534 -1.5437 1.0695 -0.015 0.022 0.019 0.215

=====

In order of appearance, DFT total energy = -303.66058, -303.77040, -303.78298, -303.77844, -303.82261, -303.67685 Eh.
In order of appearance, energy relative to the best compared isomer or geometry (same formula, charge and spin) = 607.9, 319.6, 286.6, 298.5, 182.5, 565.2 kJ/mol.